Computed, not measured: a cluster of 7 separate species, H16NO6 in total, with ωB97M-V with the def2-TZVPD basis set.

Structure (XYZ):
```
23
Properties=species:S:1:pos:R:3:forces:R:3:mulliken_charge:R:1
N -33.50826 20.07518 48.91889 4.71 3.30 3.06 -0.390
H -33.44895 20.75003 48.17498 0.36 -0.32 -1.27 0.346
H -33.59278 19.15217 48.64720 -1.26 -2.13 -0.93 0.280
H -34.17217 20.54742 49.51555 -0.83 -0.88 0.61 0.269
H -32.51163 20.10203 49.47289 -2.88 0.05 -1.59 0.443
O -35.01824 23.67399 49.54439 5.73 -2.70 -4.72 -0.569
H -35.60611 23.93924 50.10272 -6.36 3.06 4.89 0.248
H -34.41842 23.26488 50.17550 0.42 -0.38 -0.33 0.348
O -32.04757 18.65765 51.69906 -1.00 -2.29 0.44 -0.644
H -31.44052 17.88027 51.98657 -1.83 1.88 -0.72 0.327
H -33.01550 18.31919 51.74047 2.72 0.45 0.15 0.334
O -31.05665 20.15160 47.31395 -0.26 0.87 1.02 -0.591
H -30.52892 20.94298 47.45327 -0.19 0.51 0.75 0.315
H -30.59806 19.89221 46.54317 0.41 -1.34 -1.70 0.292
O -36.25821 19.63657 49.05462 -1.82 0.86 -1.76 -0.615
H -37.00674 19.94600 48.44350 1.89 -0.82 0.58 0.326
H -36.69912 19.88624 49.85483 -0.13 -0.01 1.34 0.295
O -33.73571 21.87280 51.35118 -0.14 -0.35 -0.19 -0.656
H -33.05884 22.49483 51.70374 -0.90 -1.22 0.54 0.329
H -34.20751 21.27236 51.98285 1.27 1.45 -0.16 0.305
O -34.62933 19.66332 46.28184 3.38 -2.15 1.37 -0.579
H -34.09203 18.93704 45.84286 -1.07 1.40 0.71 0.311
H -35.27903 19.87657 45.67854 -2.22 0.75 -2.09 0.277
```
Positions in Å, forces in eV/Å.

Calculated values
Spin multiplicity: 1
Highest occupied orbital energy in eV: -14.23
Kohn-Sham gap in eV: 11.1
Net charge: +1
Energy relative to the best compared isomer or geometry (same formula, charge and spin) in kJ/mol: 311.3
E_tot in eV: -14027.7443